(1)
This record from the Open Molecules 2025 dataset describes one molecule with the formula C4H13N3. The level of theory is ωB97M-V with the def2-TZVPD basis set.

Geometry as ORCA input:
```
! wB97M-V def2-TZVPD RIJCOSX def2/J DEFGRID3
* xyz 0 1
H -0.601 1.893 -1.362
H 0.381 0.329 2.394
C -0.484 -0.247 0.472
N -2.463 0.824 -1.486
H 0.611 1.455 1.105
H -0.622 0.818 -2.788
N 1.891 -1.836 1.243
C 1.944 -0.303 0.978
H 1.952 -0.104 -0.105
H -1.525 0.034 0.542
H 1.122 -2.381 0.835
H -2.774 1.059 -2.435
C -0.976 0.885 -1.699
H -0.540 -1.321 0.683
H 2.877 0.093 1.396
H 1.746 -1.903 2.265
H -0.347 -1.143 -1.377
C 0.628 0.369 1.326
N -0.238 -0.179 -1.052
H -2.582 1.660 -0.936
*
```

Calculated values
E_HOMO = -0.3263 Eh
energy above the lowest of the compared OMol25 structures with the same formula, charge and spin = 38.14 kcal per mole
SMILES = NCCCNCN
energy = -324.4141 hartree
LUMO = 0.03535 Eh
gap between HOMO and LUMO = 9.84 eV

=====

(2)
This record from the Open Molecules 2025 dataset describes an isolated ion of composition C7H9ClNO2 and charge +1. The level of theory is ωB97M-V with the def2-TZVPD basis set.

Geometry as ORCA input:
```
! wB97M-V def2-TZVPD RIJCOSX def2/J DEFGRID3
* xyz 1 1
H -1.862 1.496 2.163
H -0.352 -2.877 1.632
H 0.120 0.419 -3.098
N 0.684 1.189 -2.510
H 1.281 -2.249 0.425
C -0.026 -0.841 1.126
H 2.222 -0.799 -1.499
Cl -1.110 2.756 -0.832
H 1.720 1.209 -2.768
H -1.310 -1.688 2.636
C -0.595 0.512 1.219
C 1.419 -0.434 -0.773
O -1.813 0.697 1.746
H 0.107 2.053 -2.508
O 0.290 1.592 1.149
C -0.836 -1.946 1.695
C -0.013 1.515 -0.149
C 0.938 -1.230 0.289
C 0.802 0.748 -1.024
H -1.667 -2.121 1.082
*
```

Calculated values
E_HOMO = -0.4695 Eh
energy above the lowest of the compared OMol25 structures with the same formula, charge and spin = 0.00 kcal per mole
SMILES = CC1=CC=C([NH3+])[C@]2(Cl)O[C@]12O
energy = -937.2075 hartree
LUMO = -0.13670 Eh
gap between HOMO and LUMO = 9.06 eV

=====

(3)
This record from the Open Molecules 2025 dataset describes C17H19CrN4O7S2Se2 as an isolated structure. The level of theory is ωB97M-V with the def2-TZVPD basis set.

Geometry as ORCA input:
```
! wB97M-V def2-TZVPD RIJCOSX def2/J DEFGRID3
* xyz -1 5
S -0.918 -1.397 4.309
H -0.242 0.668 5.027
C 3.611 -0.868 0.559
H -3.908 -0.044 -2.127
H 3.375 -4.764 1.241
H 5.553 -0.964 1.347
H 2.919 1.269 -5.235
H -1.414 1.370 2.565
C -4.539 0.337 -1.393
C 2.122 0.595 -5.492
H 0.885 1.522 2.740
O 2.612 4.269 -1.240
O -1.850 1.657 -2.491
H 2.217 0.434 -6.628
C 0.258 -0.004 4.304
C 2.298 -3.024 0.373
O 2.349 1.878 -0.554
O -1.879 -1.168 5.376
C 3.537 -3.710 0.990
Cr 0.691 1.160 -1.202
H 3.559 0.159 0.372
C -0.941 0.469 2.251
C 2.440 -1.590 0.177
H -7.162 2.100 0.727
Se 0.306 -2.315 -0.945
S 2.607 2.861 -1.685
C 4.622 -1.543 1.078
H -0.901 0.455 1.170
C -6.358 1.505 0.261
H -5.053 3.131 0.465
H -5.902 -1.353 -1.314
C 0.503 0.505 2.871
C 2.223 -0.679 -4.820
C 4.574 -2.969 1.306
N -6.608 0.272 -0.230
N 2.364 -1.692 -4.342
O 1.250 2.691 -2.497
H 1.118 1.058 -5.401
O -0.957 0.670 -1.886
N 1.203 -3.549 -0.091
C -4.196 1.556 -0.816
H 5.491 -3.390 1.809
O 3.771 2.484 -2.495
N 1.460 -0.967 -0.503
C -5.198 2.183 -0.012
H 1.206 -0.190 2.396
H -2.748 -0.624 2.776
Se -2.634 2.612 -1.227
C -5.709 -0.326 -1.031
H -1.500 -1.487 1.818
C -1.649 -0.770 2.642
H 1.140 -0.481 4.707
*
```

Calculated values
E_HOMO (alpha / beta) = -0.1950 / -0.2216 Eh
energy above the lowest of the compared OMol25 structures with the same formula, charge and spin = 16.84 kcal per mole
energy = -8048.5525 hartree
LUMO (alpha / beta) = 0.03616 / 0.03518 Eh
gap between HOMO and LUMO (alpha / beta) = 6.29 / 6.99 eV
<S²> = 6.02

=====

(4)
This record from the Open Molecules 2025 dataset describes a 2-piece molecular cluster, C4H9Cl overall. The level of theory is ωB97M-V with the def2-TZVPD basis set.

Geometry as ORCA input:
```
! wB97M-V def2-TZVPD RIJCOSX def2/J DEFGRID3
* xyz 0 1
H 0.272 1.558 0.993
H 0.467 3.119 1.279
C -0.350 -2.020 -0.084
H 0.813 2.654 -0.324
H -0.892 2.970 0.442
C 1.384 -0.285 0.653
H -0.130 -3.005 0.052
H -0.356 0.088 -0.253
Cl 2.286 -0.123 -0.997
C 0.075 2.637 0.477
H 1.624 0.604 1.337
C 0.051 -0.790 0.206
H 1.686 -1.148 1.252
H -1.385 -2.034 -0.488
*
```

Calculated values
E_HOMO = -0.3636 Eh
energy above the lowest of the compared OMol25 structures with the same formula, charge and spin = 79.70 kcal per mole
SMILES = C=CCCl.C
energy = -617.8771 hartree
LUMO = 0.02656 Eh
gap between HOMO and LUMO = 10.62 eV

=====

(5)
This record from the Open Molecules 2025 dataset describes C9H12BrI3NbOS as an isolated structure. The level of theory is ωB97M-V with the def2-TZVPD basis set.

Geometry as ORCA input:
```
! wB97M-V def2-TZVPD RIJCOSX def2/J DEFGRID3
* xyz -1 1
C 1.058 1.179 1.658
C 1.443 3.151 -0.248
C -0.131 -3.599 -1.726
H 2.928 1.805 2.476
C 2.398 2.948 0.740
H 0.926 0.442 2.429
C 0.305 2.358 -0.270
Nb -1.788 0.135 0.508
I -3.001 1.944 2.346
O -2.398 1.251 -0.923
C -0.222 -2.540 -0.653
I -1.750 -1.155 -2.911
S -1.127 -1.304 2.392
C -0.653 -1.124 -1.036
H -0.429 2.570 -1.032
H 1.572 3.924 -0.990
Br -3.889 -1.408 0.355
H 0.201 -1.338 2.402
H 0.230 -0.571 -1.337
H -1.829 1.362 -1.695
H -0.839 -2.894 0.164
I 1.782 -2.389 0.167
H 0.353 -4.481 -1.321
C 2.198 1.965 1.696
H -1.136 -3.871 -2.041
H 3.288 3.562 0.768
C 0.073 1.342 0.670
H 0.437 -3.265 -2.589
*
```

Calculated values
E_HOMO = -0.1963 Eh
energy = -4347.7986 hartree
LUMO = 0.05327 Eh
gap between HOMO and LUMO = 6.79 eV

=====

(6)
This record from the Open Molecules 2025 dataset describes one molecule with the formula C3H5NO2. The level of theory is ωB97M-V with the def2-TZVPD basis set.

Geometry as ORCA input:
```
! wB97M-V def2-TZVPD RIJCOSX def2/J DEFGRID3
* xyz 0 1
N 0.732 -0.518 -2.154
C 0.204 0.404 -1.498
H -0.905 -0.846 0.496
H -1.037 0.100 2.603
O -0.482 0.573 1.974
C 0.068 0.869 -0.278
H 1.995 -1.915 -1.340
O 1.500 -1.145 -1.034
C -0.910 0.242 0.672
H -1.920 0.616 0.464
H 0.756 1.619 0.097
*
```

Calculated values
E_HOMO = -0.3550 Eh
energy above the lowest of the compared OMol25 structures with the same formula, charge and spin = 114.90 kcal per mole
SMILES = OCC=C=NO
energy = -322.3912 hartree
LUMO = 0.01602 Eh
gap between HOMO and LUMO = 10.10 eV